<P>
DFT (wB97M-V/def2-TZVPD) results for the ion C3H3N2O with charge +1.

The geometry in ORCA input format:
```
! wB97M-V def2-TZVPD RIJCOSX def2/J DEFGRID3
* xyz 1 1
C -0.727 1.095 -1.613
C 0.314 0.175 0.375
C 0.496 0.874 2.512
N -0.378 0.595 -0.587
N -0.261 0.328 1.705
O 1.148 1.420 3.279
H -1.354 0.614 -2.282
H 1.245 -0.169 0.292
H -1.280 0.238 1.737
*
```

Computed properties:
E_LUMO = -5.69 eV
HOMO level = -13.5 eV

Which charges does Löwdin predict for the atoms? In e, they are: 0.212 -0.093 -0.102 0.009 0.197 0.379 0.069 0.110 0.218



<Q>
DFT (wB97M-V/def2-TZVPD) results for a structure of composition C3H3N2O.

The geometry in ORCA input format:
```
! wB97M-V def2-TZVPD RIJCOSX def2/J DEFGRID3
* xyz 1 1
C 0.147 0.485 -1.385
C 0.139 0.106 0.050
C -0.960 -0.455 0.831
N 1.367 0.255 0.146
N 0.807 0.821 -2.284
O 2.359 0.521 -0.322
H -1.885 -0.591 0.199
H -1.444 0.268 1.640
H -0.531 -1.411 1.127
*
```

Computed properties:
E_LUMO = -9.26 eV
HOMO level = -17.2 eV

Which charges does Löwdin predict for the atoms? In e, they are: -0.052 -0.170 0.029 0.140 0.272 0.365 0.132 0.171 0.112



Ordering by calculated energy gives the sequence <P>, <Q>, with the first entry being the most stable.



<P>
DFT (wB97M-V/def2-TZVPD) results for a cluster of 2 separate species, HNO4S in total.

The geometry in ORCA input format:
```
! wB97M-V def2-TZVPD RIJCOSX def2/J DEFGRID3
* xyz 0 1
N 1.474 -0.269 0.133
O -2.777 -0.443 -0.780
O -1.141 1.333 -0.089
O 0.850 -1.269 0.392
O 2.677 -0.137 0.145
S -1.939 0.162 0.238
H 0.856 0.625 -0.038
*
```

Computed properties:
E_LUMO = -1.66 eV
HOMO level = -12.0 eV

Which charges does Löwdin predict for the atoms? In e, they are: -0.301 -0.411 -0.455 0.020 0.063 0.915 0.169



<Q>
DFT (wB97M-V/def2-TZVPD) results for a cluster of 2 separate species, HNO4S in total.

The geometry in ORCA input format:
```
! wB97M-V def2-TZVPD RIJCOSX def2/J DEFGRID3
* xyz 0 1
N -3.705 1.643 0.093
O -3.742 0.582 -0.257
O -2.636 -0.591 0.856
O 0.163 -0.646 0.035
O -0.872 -1.008 -0.889
S -2.116 -1.568 -0.117
H -0.108 0.231 0.320
*
```

Computed properties:
E_LUMO (alpha / beta) = 0.35 / -1.32 eV
HOMO level (alpha / beta) = -8.9 / -8.1 eV

Which charges does Löwdin predict for the atoms? In e, they are: 0.109 -0.102 -0.520 -0.060 -0.473 0.960 0.086



Ordering by calculated energy gives the sequence <P>, <Q>, with the first entry being the most stable.



<P>
DFT (wB97M-V/def2-TZVPD) results for a cluster of 2 separate species, C2HN3O2S in total.

The geometry in ORCA input format:
```
! wB97M-V def2-TZVPD RIJCOSX def2/J DEFGRID3
* xyz 0 1
C -1.106 -1.101 -0.209
C 0.119 -1.221 -0.215
N -1.240 2.183 -0.890
N -0.800 2.292 0.158
N 1.470 -1.126 -0.219
O 1.841 -0.664 0.841
O 2.105 -1.466 -1.170
S -0.320 2.315 1.635
H -2.068 -1.212 0.068
*
```

Computed properties:
E_LUMO = -1.09 eV
HOMO level = -10.1 eV

Which charges does Löwdin predict for the atoms? In e, they are: 0.198 -0.046 0.169 -0.771 -0.438 0.098 0.138 0.638 0.015



<Q>
DFT (wB97M-V/def2-TZVPD) results for the molecule C2HN3O2S.

The geometry in ORCA input format:
```
! wB97M-V def2-TZVPD RIJCOSX def2/J DEFGRID3
* xyz 0 1
C -0.309 0.049 0.071
C -2.192 -0.863 0.233
H -2.956 -1.556 0.285
N 1.097 0.444 0.113
N -0.948 -1.158 0.425
N -1.158 0.998 -0.499
O 1.089 1.604 0.501
O -2.473 0.368 -0.317
S 2.256 -0.708 -0.240
*
```

Computed properties:
E_LUMO = -1.86 eV
HOMO level = -10.0 eV

Which charges does Löwdin predict for the atoms? In e, they are: -0.341 -0.155 0.114 -0.671 0.159 0.189 0.011 -0.011 0.706



Ordering by calculated energy gives the sequence <Q>, <P>, with the first entry being the most stable.



<P>
DFT (wB97M-V/def2-TZVPD) results for a cluster of 2 separate species, CH8NO in total.

The geometry in ORCA input format:
```
! wB97M-V def2-TZVPD RIJCOSX def2/J DEFGRID3
* xyz 1 1
C -1.248 0.461 1.257
N 0.160 0.630 1.501
H -1.447 1.274 0.538
H -1.942 0.566 2.108
H -1.443 -0.504 0.760
H 0.720 0.127 0.783
H 0.263 0.128 2.406
H 0.555 1.586 1.612
O 1.449 -1.734 -3.403
H 1.082 -0.832 -3.264
H 1.851 -1.703 -4.300
*
```

Computed properties:
E_LUMO = -4.32 eV
HOMO level = -14.1 eV

Which charges does Löwdin predict for the atoms? In e, they are: -0.054 0.124 0.114 0.122 0.122 0.191 0.186 0.195 -0.092 0.036 0.056



<Q>
DFT (wB97M-V/def2-TZVPD) results for a cluster of 2 separate species, CH8NO in total.

The geometry in ORCA input format:
```
! wB97M-V def2-TZVPD RIJCOSX def2/J DEFGRID3
* xyz 1 1
C 0.276 0.417 0.158
N -0.485 1.228 1.183
H 1.325 0.516 0.410
H -0.134 -0.578 0.047
H 0.113 0.877 -0.814
H -0.205 2.209 1.158
H -0.299 0.857 2.116
H -1.495 1.177 1.035
H 0.128 -2.934 -1.506
H 0.296 -1.732 -2.344
O 0.479 -2.036 -1.444
*
```

Computed properties:
E_LUMO = -3.97 eV
HOMO level = -15.3 eV

Which charges does Löwdin predict for the atoms? In e, they are: -0.013 0.153 0.111 0.073 0.104 0.170 0.171 0.172 0.060 0.057 -0.059



<R>
DFT (wB97M-V/def2-TZVPD) results for a cluster of 2 separate species, CH8NO in total.

The geometry in ORCA input format:
```
! wB97M-V def2-TZVPD RIJCOSX def2/J DEFGRID3
* xyz 1 1
C -0.354 0.850 -1.164
N -0.306 -0.524 -0.552
H -1.091 0.903 -1.959
H 0.607 1.082 -1.599
H -0.597 1.571 -0.380
H -1.273 -0.847 -0.436
H 0.146 -1.195 -1.174
H 0.109 -0.480 0.417
H 0.465 -0.962 2.705
H 1.495 0.098 2.224
O 0.798 -0.496 1.919
*
```

Computed properties:
E_LUMO = -3.56 eV
HOMO level = -17.0 eV

Which charges does Löwdin predict for the atoms? In e, they are: -0.012 0.129 0.100 0.098 0.107 0.168 0.169 0.088 0.095 0.087 -0.027



<S>
DFT (wB97M-V/def2-TZVPD) results for a cluster of 2 separate species, CH8NO in total.

The geometry in ORCA input format:
```
! wB97M-V def2-TZVPD RIJCOSX def2/J DEFGRID3
* xyz 1 1
O 0.039 2.172 0.097
H 0.553 2.466 -0.671
H -0.319 0.485 0.467
H -0.472 2.994 0.184
C 0.556 -1.437 -0.010
N -0.586 -0.452 0.086
H 0.493 -2.093 -0.873
H 0.508 -2.001 0.909
H 1.513 -0.930 -0.089
H -1.003 -0.357 -0.812
H -1.283 -0.845 0.712
*
```

Computed properties:
E_LUMO = -3.63 eV
HOMO level = -16.8 eV

Which charges does Löwdin predict for the atoms? In e, they are: -0.042 0.082 0.113 0.087 0.004 0.143 0.104 0.098 0.102 0.146 0.165



Ordering by calculated energy gives the sequence <R>, <S>, <Q>, <P>, with the first entry being the most stable.



<P>
DFT (wB97M-V/def2-TZVPD) results for the molecule C3H9O2PS.

The geometry in ORCA input format:
```
! wB97M-V def2-TZVPD RIJCOSX def2/J DEFGRID3
* xyz 0 1
C -0.321 -1.602 -1.202
C -1.400 -0.146 0.917
C 2.580 0.357 -1.087
O -0.770 1.164 -1.392
O 1.874 -1.222 1.071
P -0.333 0.041 -0.530
S 1.698 0.153 0.565
H -1.380 -1.856 -1.272
H 0.092 -1.600 -2.134
H 0.272 -2.326 -0.462
H -1.741 0.637 1.548
H -2.235 -0.766 0.590
H -0.857 -0.922 1.668
H 3.663 0.292 -0.854
H 2.275 1.360 -1.299
H 2.090 -0.377 -1.669
*
```

Computed properties:
E_LUMO = 0.58 eV
HOMO level = -9.0 eV

Which charges does Löwdin predict for the atoms? In e, they are: -0.201 -0.218 -0.253 -0.373 -0.621 0.473 0.746 0.059 0.007 0.115 0.032 0.037 0.104 0.063 0.029 0.002



<Q>
DFT (wB97M-V/def2-TZVPD) results for the molecule C3H9O2PS.

The geometry in ORCA input format:
```
! wB97M-V def2-TZVPD RIJCOSX def2/J DEFGRID3
* xyz 0 1
C 0.954 1.899 -0.417
C 1.586 -0.519 0.977
C -1.971 -1.517 -0.244
O 0.544 -0.438 -1.718
O -2.410 1.076 -0.014
P 0.446 0.151 -0.327
S -1.519 0.037 0.596
H 0.306 2.373 -1.051
H 1.047 2.412 0.574
H 1.782 2.117 -0.978
H 1.046 -1.459 1.315
H 2.619 -0.602 0.589
H 1.577 0.060 1.966
H -3.088 -1.742 -0.300
H -1.416 -2.327 0.276
H -1.504 -1.521 -1.243
*
```

Computed properties:
E_LUMO = 0.53 eV
HOMO level = -9.1 eV

Which charges does Löwdin predict for the atoms? In e, they are: -0.182 -0.215 -0.301 -0.396 -0.588 0.499 0.724 0.015 0.081 0.025 0.047 0.058 0.071 0.086 0.048 0.030



<R>
DFT (wB97M-V/def2-TZVPD) results for a cluster of 2 separate species, C3H9O2PS in total.

The geometry in ORCA input format:
```
! wB97M-V def2-TZVPD RIJCOSX def2/J DEFGRID3
* xyz 0 1
C 1.006 -0.858 0.936
C 1.196 2.078 1.395
C -1.838 -1.551 -2.452
O -1.476 2.085 -0.893
O -1.816 0.155 0.618
P 1.097 0.773 0.070
S -1.160 0.724 -0.586
H 0.839 -1.562 0.012
H 0.202 -0.960 1.723
H 1.972 -1.010 1.311
H 0.105 2.485 1.135
H 1.906 2.973 1.284
H 1.083 1.853 2.397
H -1.190 -2.107 -3.204
H -1.726 -1.707 -1.375
H -2.706 -1.000 -2.845
*
```

Computed properties:
E_LUMO (alpha / beta) = -0.21 / -2.07 eV
HOMO level (alpha / beta) = -8.6 / -8.9 eV

Which charges does Löwdin predict for the atoms? In e, they are: -0.363 -0.335 0.039 -0.451 -0.464 0.804 0.574 0.066 0.058 -0.004 0.056 0.063 -0.008 0.017 -0.048 -0.003



Ordering by calculated energy gives the sequence <P>, <Q>, <R>, with the first entry being the most stable.



<P>
DFT (wB97M-V/def2-TZVPD) results for the molecule C4H7P.

The geometry in ORCA input format:
```
! wB97M-V def2-TZVPD RIJCOSX def2/J DEFGRID3
* xyz 0 1
C -1.333 -0.418 0.133
C -0.394 0.013 -0.718
C 0.074 -0.707 0.551
C 0.360 0.614 -1.743
P 1.095 0.043 1.929
H -2.364 -0.553 0.401
H 0.507 -1.729 0.651
H 0.772 1.558 -1.416
H -0.343 0.622 -2.603
H 1.203 -0.112 -2.094
H -0.034 -0.576 2.711
H 0.455 1.244 2.198
*
```

Computed properties:
E_LUMO = 0.94 eV
HOMO level = -8.6 eV

Which charges does Löwdin predict for the atoms? In e, they are: 0.011 -0.288 -0.600 -0.078 0.738 0.085 0.057 0.088 0.089 0.128 -0.067 -0.164



<Q>
DFT (wB97M-V/def2-TZVPD) results for the molecule C4H7P.

The geometry in ORCA input format:
```
! wB97M-V def2-TZVPD RIJCOSX def2/J DEFGRID3
* xyz 0 1
C 0.286 -1.432 -0.832
C 0.749 -2.512 -0.598
C -0.253 -0.124 -1.121
C 0.083 1.111 1.409
P -1.283 0.567 0.286
H 0.929 1.505 0.849
H 1.162 -3.455 -0.395
H 0.567 0.571 -1.344
H -0.912 -0.186 -1.993
H 0.411 0.260 2.004
H -0.304 1.877 2.080
H -1.435 1.816 -0.345
*
```

Computed properties:
E_LUMO = 1.02 eV
HOMO level = -9.2 eV

Which charges does Löwdin predict for the atoms? In e, they are: -0.248 0.104 -0.472 -0.371 0.821 0.028 0.013 0.079 0.074 0.025 0.021 -0.074



Ordering by calculated energy gives the sequence <Q>, <P>, with the first entry being the most stable.



<P>
DFT (wB97M-V/def2-TZVPD) results for the ion C3H4N with charge +1.

The geometry in ORCA input format:
```
! wB97M-V def2-TZVPD RIJCOSX def2/J DEFGRID3
* xyz 1 1
C 0.173 -0.812 -0.593
C -0.876 0.775 1.139
C 0.096 0.077 0.715
N 0.402 -0.284 -1.635
H 0.000 -1.812 -0.269
H -1.690 1.269 1.587
H 1.164 0.182 1.017
H 0.731 0.605 -1.962
*
```

Computed properties:
E_LUMO (alpha / beta) = -7.53 / -7.53 eV
HOMO level (alpha / beta) = -15.6 / -15.6 eV

Which charges does Löwdin predict for the atoms? In e, they are: -0.143 0.393 -0.039 0.244 0.139 0.096 0.183 0.128



<Q>
DFT (wB97M-V/def2-TZVPD) results for a cluster of 2 separate species, C3H4N in total.

The geometry in ORCA input format:
```
! wB97M-V def2-TZVPD RIJCOSX def2/J DEFGRID3
* xyz 1 1
C -3.086 -0.328 -0.062
C 1.375 0.566 -0.170
C 0.682 -0.761 0.091
N -0.012 0.243 0.134
H -3.543 0.497 0.348
H 2.114 1.090 0.495
H 1.730 0.546 -1.209
H 0.739 -1.853 0.373
*
```

Computed properties:
E_LUMO (alpha / beta) = -7.10 / -9.33 eV
HOMO level (alpha / beta) = -16.1 / -14.2 eV

Which charges does Löwdin predict for the atoms? In e, they are: 0.550 -0.028 0.002 0.156 -0.104 0.136 0.112 0.177



Ordering by calculated energy gives the sequence <P>, <Q>, with the first entry being the most stable.



<P>
DFT (wB97M-V/def2-TZVPD) results for a cluster of 3 separate species, C5H14N4 in total.

The geometry in ORCA input format:
```
! wB97M-V def2-TZVPD RIJCOSX def2/J DEFGRID3
* xyz 0 1
C 1.011 -0.631 2.067
C -1.922 -0.293 0.815
C 1.768 -0.330 -2.162
N -0.663 0.413 0.658
C -0.109 0.361 -0.677
C 0.963 -0.397 -0.899
N -0.781 1.733 1.193
N -0.866 1.118 -1.615
N 1.119 -1.798 1.514
H -1.253 2.336 0.515
H 0.163 2.095 1.291
H -1.839 0.825 -1.695
H -0.440 1.155 -2.517
H 1.193 -1.436 0.118
H 0.401 -2.469 1.768
H 1.742 0.092 1.746
H 0.245 -0.376 2.795
H -1.782 -1.319 0.473
H -2.191 -0.294 1.870
H -2.746 0.153 0.239
H 2.174 -1.313 -2.409
H 2.616 0.355 -2.055
H 1.198 0.018 -3.033
*
```

Computed properties:
E_LUMO = 0.90 eV
HOMO level = -7.6 eV

Which charges does Löwdin predict for the atoms? In e, they are: -0.092 -0.089 -0.135 -0.313 -0.417 -0.134 0.050 0.088 -0.024 0.069 0.076 0.078 0.053 0.146 0.064 0.079 0.081 0.085 0.077 0.075 0.060 0.070 0.052



<Q>
DFT (wB97M-V/def2-TZVPD) results for a cluster of 2 separate species, C5H14N4 in total.

The geometry in ORCA input format:
```
! wB97M-V def2-TZVPD RIJCOSX def2/J DEFGRID3
* xyz 0 1
C -2.752 -0.167 -0.908
N -1.694 0.770 -0.622
C -1.103 0.919 0.593
N -1.189 0.187 1.627
H -1.489 1.452 -1.332
H -1.912 -0.529 1.587
H -0.402 1.745 0.631
H -3.741 0.242 -0.667
H -2.614 -1.076 -0.322
H -2.731 -0.436 -1.960
C 2.479 1.330 0.128
C 1.313 -0.887 0.030
N 1.372 -1.099 1.398
N 0.707 -1.922 -0.692
C 1.698 0.255 -0.566
H 0.517 -1.621 1.729
H 1.413 -0.253 1.950
H 0.521 -1.701 -1.657
H -0.087 -2.354 -0.238
H 1.631 0.322 -1.643
H 2.035 1.576 1.094
H 3.505 1.016 0.325
H 2.522 2.230 -0.485
*
```

Computed properties:
E_LUMO = 0.70 eV
HOMO level = -7.3 eV

Which charges does Löwdin predict for the atoms? In e, they are: -0.100 -0.056 -0.354 0.068 0.123 0.028 0.108 0.083 0.066 0.079 -0.127 -0.515 0.092 0.096 -0.184 0.097 0.065 0.080 0.073 0.086 0.055 0.070 0.065



Ordering by calculated energy gives the sequence <Q>, <P>, with the first entry being the most stable.